No. 1
C20H29GeMnNOSb | wB97M-V/def2-TZVPD

Last column: Löwdin spin population.
Cartesian coordinates (Å):
Mn1 -1.202 -1.703 -1.146  0.896
C1 -1.385 -0.543 4.073  0.000
C2 -1.027 0.904 3.745  -0.002
Sb1 -2.234 1.681 2.197  -0.006
C3 -4.214 0.942 2.199  -0.001
C4 -4.946 1.585 3.387  0.000
C5 -1.878 3.661 1.540  0.000
C6 -1.965 4.624 2.730  0.000
H1 -0.727 -0.893 4.868  0.000
H2 -1.247 -1.204 3.216  0.000
H3 -2.408 -0.642 4.435  0.000
H4 0.004 1.031 3.407  0.000
H5 -1.174 1.578 4.594  0.000
H6 -4.149 -0.142 2.291  0.000
H7 -4.668 1.198 1.242  0.000
H8 -4.482 1.345 4.345  0.000
H9 -5.960 1.186 3.412  0.000
H10 -5.028 2.667 3.287  0.000
H11 -2.617 3.871 0.767  0.000
H12 -0.886 3.649 1.084  0.000
H13 -2.952 4.626 3.194  0.000
H14 -1.783 5.632 2.358  0.000
H15 -1.211 4.413 3.488  0.000
N1 4.512 0.980 -8.606  0.127
C7 3.869 0.701 -7.692  0.017
C8 3.075 0.358 -6.566  0.155
C9 1.887 -0.385 -6.756  0.007
C10 1.123 -0.709 -5.675  0.062
C11 1.526 -0.299 -4.368  0.118
C12 2.730 0.448 -4.194  0.060
C13 3.492 0.769 -5.276  0.012
C14 0.748 -0.639 -3.272  0.098
C15 0.064 -0.959 -2.295  0.204
H16 1.603 -0.684 -7.756  -0.002
H17 0.211 -1.278 -5.791  0.001
H18 3.026 0.747 -3.198  0.001
H19 4.409 1.332 -5.172  -0.001
O1 -1.367 0.642 0.541  -0.122
C16 -1.319 -0.360 -0.124  -0.260
C17 1.535 -4.111 1.928  -0.010
Ge1 1.743 -2.613 0.710  -0.021
C18 3.134 -2.843 -0.630  -0.013
C19 1.831 -0.881 1.609  0.002
C20 0.070 -2.609 -0.397  -0.307
H20 2.450 -4.220 2.512  -0.001
H21 1.377 -5.040 1.382  0.000
H22 0.707 -3.965 2.621  0.000
H23 4.104 -2.848 -0.131  -0.002
H24 3.128 -2.031 -1.356  0.001
H25 3.021 -3.792 -1.153  0.000
H26 2.874 -0.616 1.780  0.000
H27 1.337 -0.926 2.580  0.000
H28 1.391 -0.084 1.005  0.000
H29 -0.156 -3.552 -0.971  -0.014

Results
E_HOMO (spin up / spin down) = -0.634 / -0.644 hartree
E = -119084.601 eV
Spin multiplicity = 2
Molecular weight = 548.8 g/mol
Total charge = +3
Frontier orbital gap (spin up / spin down) = 0.24914 / 0.22019 Eh
E_LUMO (spin up / spin down) = -0.3848 / -0.4241 hartree



No. 2
C17H31MnN5O4PS | wB97M-V/def2-TZVPD

Last column: Löwdin spin population.
Cartesian coordinates (Å):
Mn1 -0.459 0.289 -0.117  0.974
C1 1.286 -0.135 4.725  0.000
C2 1.928 -0.335 3.406  0.000
N1 3.156 -0.680 3.191  0.000
N2 3.268 -0.749 1.828  0.002
C3 2.138 -0.458 1.188  0.002
S1 1.780 -0.471 -0.466  0.011
N3 1.275 -0.178 2.196  0.002
N4 -0.061 0.142 1.937  -0.007
H1 2.034 -0.272 5.501  0.000
H2 0.483 -0.858 4.877  0.000
H3 0.868 0.869 4.811  0.000
H4 4.143 -1.013 1.407  0.000
H5 -0.693 -0.579 2.309  0.000
H6 -0.289 1.038 2.362  0.000
C4 -0.466 -2.655 -2.175  0.000
C5 -1.673 -1.790 -1.854  0.000
C6 -1.596 -0.434 -2.545  0.003
C7 -2.943 -2.550 -2.188  0.000
O1 -1.567 -1.487 -0.402  0.005
P1 -2.812 -0.830 0.512  0.001
O2 -4.163 -1.183 0.088  -0.001
O3 -2.337 0.622 0.506  -0.002
O4 -2.354 -1.448 1.918  0.000
C8 -3.221 -2.175 2.870  0.000
C9 -2.319 -2.385 4.074  0.000
C10 -4.423 -1.320 3.235  0.000
C11 -3.624 -3.497 2.241  0.000
H7 -0.517 -2.959 -3.221  0.000
H8 -0.472 -3.551 -1.556  0.000
H9 0.472 -2.128 -2.022  0.000
H10 -1.558 -0.545 -3.628  0.000
H11 -0.658 0.086 -2.264  0.001
H12 -2.451 0.192 -2.287  0.000
H13 -2.885 -2.862 -3.232  0.000
H14 -3.838 -1.954 -2.043  0.000
H15 -3.013 -3.447 -1.572  0.000
H16 -2.036 -1.423 4.509  0.000
H17 -1.422 -2.939 3.789  0.000
H18 -2.843 -2.957 4.839  0.000
H19 -4.099 -0.351 3.621  0.000
H20 -4.993 -1.823 4.016  0.000
H21 -5.069 -1.169 2.374  0.000
H22 -2.737 -4.068 1.962  0.000
H23 -4.234 -3.321 1.357  0.000
H24 -4.203 -4.085 2.953  0.000
C12 0.268 6.584 -0.741  0.001
C13 0.144 5.103 -0.556  0.004
C14 1.049 4.210 -1.118  -0.001
C15 0.888 2.853 -0.925  0.004
N5 -0.118 2.334 -0.207  -0.004
C16 -1.002 3.189 0.335  0.003
C17 -0.900 4.556 0.188  -0.001
H25 1.143 6.842 -1.333  0.000
H26 0.342 7.084 0.225  0.000
H27 -0.617 6.978 -1.243  0.000
H28 1.881 4.565 -1.712  0.000
H29 1.585 2.145 -1.351  0.001
H30 -1.823 2.738 0.875  0.000
H31 -1.645 5.192 0.646  0.000

Results
Energy relative to the best compared isomer or geometry (same formula, charge and spin) = 3.5 kJ/mol
E_HOMO (spin up / spin down) = -0.434 / -0.426 hartree
E = -85215.637 eV
Spin multiplicity = 2
Molecular weight = 487.4 g/mol
Total charge = +1
Frontier orbital gap (spin up / spin down) = 0.34571 / 0.33149 Eh
E_LUMO (spin up / spin down) = -0.0884 / -0.0945 hartree



No. 3
C20H22ClN5O6PPt | wB97M-V/def2-TZVPD

Last column: natural (NBO) charge in e.
Cartesian coordinates (Å):
Pt1 -0.086 0.053 -0.128  0.892
C1 -2.191 0.089 3.640  -0.276
C2 -1.375 0.471 2.562  0.070
N1 -1.108 -0.330 1.567  -0.446
C3 -1.578 -1.622 1.577  0.215
C4 -2.378 -2.087 2.636  -0.085
C5 -2.694 -1.176 3.668  -0.090
C6 -2.827 -3.426 2.624  -0.234
C7 -2.466 -4.226 1.588  -0.152
C8 -1.664 -3.761 0.518  -0.250
C9 -1.209 -2.467 0.478  0.158
N2 -0.438 -1.839 -0.480  -0.538
C10 0.145 -2.318 -1.643  0.151
C11 0.120 -3.583 -2.171  -0.248
C12 0.815 -3.897 -3.365  -0.162
C13 1.554 -2.975 -4.033  -0.218
C14 1.592 -1.649 -3.543  -0.084
C15 2.319 -0.613 -4.170  -0.102
C16 2.242 0.661 -3.694  -0.257
C17 1.449 0.919 -2.566  0.079
N3 0.812 -0.028 -1.930  -0.443
C18 0.867 -1.326 -2.386  0.214
H1 -2.396 0.791 4.436  0.231
H2 -0.865 1.426 2.540  0.196
H3 -3.325 -1.502 4.486  0.231
H4 -3.442 -3.795 3.433  0.225
H5 -2.804 -5.254 1.568  0.227
H6 -1.436 -4.458 -0.265  0.217
H7 -0.420 -4.379 -1.694  0.215
H8 0.754 -4.908 -3.745  0.227
H9 2.102 -3.233 -4.929  0.224
H10 2.924 -0.844 -5.039  0.231
H11 2.764 1.472 -4.182  0.232
H12 1.297 1.923 -2.189  0.212
O1 2.846 0.814 0.274  -0.874
Cl1 2.657 0.387 1.694  2.532
O2 3.906 0.582 2.375  -0.808
O3 1.642 1.246 2.293  -0.885
O4 2.240 -0.976 1.695  -0.783
N4 -1.893 3.921 1.009  -0.682
C19 -0.554 4.141 1.678  -0.608
P1 0.586 3.576 0.353  2.168
O5 0.533 4.591 -0.733  -1.123
O6 0.045 2.207 0.033  -1.165
C20 2.244 3.712 1.112  -0.624
N5 3.271 3.200 0.155  -0.708
H13 -1.963 2.923 0.772  0.466
H14 -1.878 4.416 0.108  0.461
H15 -2.697 4.223 1.557  0.441
H16 -0.488 3.550 2.589  0.245
H17 -0.438 5.202 1.884  0.252
H18 2.340 3.172 2.049  0.283
H19 2.391 4.780 1.267  0.244
H20 3.065 3.530 -0.790  0.426
H21 3.173 2.126 0.200  0.450
H22 4.217 3.475 0.409  0.430

Results
E_HOMO = -0.348 hartree
E = -65880.596 eV
Spin multiplicity = 1
Molecular weight = 689.9 g/mol
Total charge = +1
Frontier orbital gap = 0.23628 Eh
E_LUMO = -0.1117 hartree



No. 4
C2H4N2OS | wB97M-V/def2-TZVPD

Last column: natural (NBO) charge in e.
Cartesian coordinates (Å):
C1 0.016 0.801 -0.046  -0.332
C2 -0.542 -0.581 0.162  -0.649
N1 -1.073 1.780 -0.126  -0.037
N2 -2.205 1.343 0.040  -0.353
O1 -3.050 -0.885 -0.706  -0.945
S1 -2.392 -0.261 0.429  1.355
H1 0.626 1.334 0.623  0.238
H2 0.551 0.810 -1.043  0.233
H3 -0.697 -1.173 -0.732  0.252
H4 -0.060 -1.116 0.919  0.240

Results
Energy relative to the best compared isomer or geometry (same formula, charge and spin) = 360.7 kJ/mol
E_HOMO = -0.348 hartree
E = -17998.921 eV
Spin multiplicity = 1
Molecular weight = 104.1 g/mol
Frontier orbital gap = 0.34409 Eh
E_LUMO = -0.0038 hartree



- Look up the spin multiplicity of the third one.
  1



Please write out number 3 again, unchanged.
C20H22ClN5O6PPt | wB97M-V/def2-TZVPD

Last column: natural (NBO) charge in e.
Cartesian coordinates (Å):
Pt1 -0.086 0.053 -0.128  0.892
C1 -2.191 0.089 3.640  -0.276
C2 -1.375 0.471 2.562  0.070
N1 -1.108 -0.330 1.567  -0.446
C3 -1.578 -1.622 1.577  0.215
C4 -2.378 -2.087 2.636  -0.085
C5 -2.694 -1.176 3.668  -0.090
C6 -2.827 -3.426 2.624  -0.234
C7 -2.466 -4.226 1.588  -0.152
C8 -1.664 -3.761 0.518  -0.250
C9 -1.209 -2.467 0.478  0.158
N2 -0.438 -1.839 -0.480  -0.538
C10 0.145 -2.318 -1.643  0.151
C11 0.120 -3.583 -2.171  -0.248
C12 0.815 -3.897 -3.365  -0.162
C13 1.554 -2.975 -4.033  -0.218
C14 1.592 -1.649 -3.543  -0.084
C15 2.319 -0.613 -4.170  -0.102
C16 2.242 0.661 -3.694  -0.257
C17 1.449 0.919 -2.566  0.079
N3 0.812 -0.028 -1.930  -0.443
C18 0.867 -1.326 -2.386  0.214
H1 -2.396 0.791 4.436  0.231
H2 -0.865 1.426 2.540  0.196
H3 -3.325 -1.502 4.486  0.231
H4 -3.442 -3.795 3.433  0.225
H5 -2.804 -5.254 1.568  0.227
H6 -1.436 -4.458 -0.265  0.217
H7 -0.420 -4.379 -1.694  0.215
H8 0.754 -4.908 -3.745  0.227
H9 2.102 -3.233 -4.929  0.224
H10 2.924 -0.844 -5.039  0.231
H11 2.764 1.472 -4.182  0.232
H12 1.297 1.923 -2.189  0.212
O1 2.846 0.814 0.274  -0.874
Cl1 2.657 0.387 1.694  2.532
O2 3.906 0.582 2.375  -0.808
O3 1.642 1.246 2.293  -0.885
O4 2.240 -0.976 1.695  -0.783
N4 -1.893 3.921 1.009  -0.682
C19 -0.554 4.141 1.678  -0.608
P1 0.586 3.576 0.353  2.168
O5 0.533 4.591 -0.733  -1.123
O6 0.045 2.207 0.033  -1.165
C20 2.244 3.712 1.112  -0.624
N5 3.271 3.200 0.155  -0.708
H13 -1.963 2.923 0.772  0.466
H14 -1.878 4.416 0.108  0.461
H15 -2.697 4.223 1.557  0.441
H16 -0.488 3.550 2.589  0.245
H17 -0.438 5.202 1.884  0.252
H18 2.340 3.172 2.049  0.283
H19 2.391 4.780 1.267  0.244
H20 3.065 3.530 -0.790  0.426
H21 3.173 2.126 0.200  0.450
H22 4.217 3.475 0.409  0.430

Results
E_HOMO = -0.348 hartree
E = -65880.596 eV
Spin multiplicity = 1
Molecular weight = 689.9 g/mol
Total charge = +1
Frontier orbital gap = 0.23628 Eh
E_LUMO = -0.1117 hartree



- spin multiplicity of number 1 (C20H29GeMnNOSb)?
  2